Entry 1:
C3H10O3S2 | ωB97M-V with the def2-TZVPD basis set

Values from the calculation:
SMILES = O=CCCSS.O.O
ΔE to the lowest compared entry with this formula, charge and spin = 2.317 eV
Kohn-Sham gap = 9.404 eV
Electronic energy = -1142.31071 hartree
HOMO level = -0.32972 Eh

```
! wB97M-V def2-TZVPD RIJCOSX def2/J DEFGRID3
* xyz 0 1
S 0.3897 1.8982 1.6597
O -0.7457 2.6815 -1.3926
H -1.6142 2.8082 -1.9075
H 0.8034 -2.8460 0.8219
O -1.0531 -2.4981 0.3585
H 2.4857 -1.0502 0.4187
H -0.1419 -0.7605 -1.1941
H -2.6440 0.9960 0.2430
O -2.2025 0.2009 -0.1801
C 0.1769 -2.2624 0.4031
H 1.8856 0.5532 -0.1499
C 0.7254 -1.2670 -0.5603
H 1.2839 -1.9304 -1.3010
C 1.6575 -0.4182 0.2357
H -2.7018 -0.5501 -0.2041
H -0.5721 1.8560 -1.5187
S 0.9723 -0.0408 1.9003
H 1.2949 2.6298 2.3675
*
```

Results of the Mulliken charge analysis, in e, for atoms 1 through 2: atom 1 (S): -0.1910, atom 2 (O): -0.5751



Entry 2:
C22H22ClNO4S2 | ωB97M-V with the def2-TZVPD basis set

Values from the calculation:
ΔE to the lowest compared entry with this formula, charge and spin = 0.000 eV
Kohn-Sham gap = 7.336 eV
Electronic energy = -2463.60472 hartree
HOMO level = -0.29249 Eh

```
! wB97M-V def2-TZVPD RIJCOSX def2/J DEFGRID3
* xyz 0 1
Cl -1.6503 2.7939 -1.6605
N -1.2159 0.5132 -2.8264
H 3.2883 -2.7312 3.3061
C 1.6584 -1.4222 2.8818
C 2.9676 2.2655 -1.0211
H 1.6044 4.6720 0.9224
S 0.0462 -1.3084 -0.3936
H -1.2513 2.1020 -4.2249
H -1.9065 0.5888 -0.8536
S -0.3813 0.2520 1.9374
H 4.9025 -0.8580 3.7242
H 0.3731 1.4735 -3.8908
C -3.1941 -3.7030 -0.4742
H 1.7755 1.9787 2.8880
H -1.1143 -3.7244 -1.0607
H 3.4865 4.3532 -0.6746
O 0.7893 -1.9904 0.6489
C 3.8620 -0.6523 3.5058
C 2.9714 -1.6875 3.2492
C 2.8128 3.5339 -0.4307
H -2.6238 -0.0760 0.7409
H -4.8128 -1.0055 0.8483
H -0.7569 0.5278 -4.8769
H 0.9661 -2.2636 2.7788
H -2.0429 -0.7717 -4.2600
H -5.2518 -3.3639 0.1562
C -1.2703 1.0762 -1.5969
H 2.1866 0.3081 -1.3582
C 2.1045 0.9497 2.9981
C -1.6656 -1.8407 -0.1742
H -3.3621 -4.7457 -0.7838
C 0.7338 2.7209 0.5226
H -0.1122 2.9661 1.1793
C -0.6767 1.2006 -4.0150
C 2.0063 1.2657 -0.8841
H 4.0394 1.4812 3.7689
C 3.3966 0.6656 3.4759
C 0.8762 1.4354 -0.0952
C -0.1784 0.4015 0.0393
C -4.2516 -2.9500 0.0551
C 1.2567 -0.1039 2.6487
H 3.8509 2.0809 -1.5971
C -1.8580 -0.7604 -3.1769
O 0.5277 -1.5202 -1.7418
C 1.6937 3.7114 0.3855
H -1.2070 -1.6140 -2.9808
H -2.7884 -0.9060 -2.6311
C -3.9955 -1.6315 0.4593
C -2.7138 -1.1107 0.3874
O -0.8763 1.5072 2.4634
O -1.0958 -0.9378 2.3186
C -1.9230 -3.1460 -0.6070
*
```

Results of the Mulliken charge analysis, in e, for atoms 1 through 2: atom 1 (Cl): -0.1719, atom 2 (N): 0.3531



Entry 3:
C35H23Br2I2N4O3RbS | ωB97M-V with the def2-TZVPD basis set

Values from the calculation:
ΔE to the lowest compared entry with this formula, charge and spin = 0.080 eV
Kohn-Sham gap = 5.949 eV
Electronic energy = -7958.05083 hartree
HOMO level = -0.08546 Eh

```
! wB97M-V def2-TZVPD RIJCOSX def2/J DEFGRID3
* xyz -2 1
C 4.2020 -1.9820 3.4221
H 5.1523 1.9748 3.9558
C -0.6065 4.7559 3.9679
C 1.2188 2.6280 -4.0440
C -2.8609 3.7437 -0.6212
C 2.3267 0.7989 -2.3328
Rb -0.5132 0.4665 0.6692
C -0.7311 3.8726 -4.6690
I -2.3999 -2.7271 -1.2650
H -3.5540 -0.7540 0.0806
H -2.1432 8.4420 -0.0876
C -1.7665 4.2059 0.0975
C -0.7364 3.4403 3.4718
N -1.4708 1.7240 -1.7075
H -2.6957 4.9902 4.3865
C 2.3696 -1.2153 1.9365
O -3.0792 1.2380 0.0137
H 1.7370 7.1620 4.5734
O 1.3688 -1.4135 1.2184
C 0.6449 5.4017 4.0422
C -1.7291 5.4737 4.4362
C -1.7283 5.5252 0.5170
C 4.6112 -0.7059 3.6933
C 2.5767 2.2636 -4.1977
C -3.9180 4.5954 -0.8976
H 1.5198 4.8614 3.7046
C 3.9670 0.3991 3.0798
C -0.8940 2.3532 -2.7722
H 2.7428 0.0780 -1.6342
C 3.1358 -2.2297 2.5614
C 0.5821 3.5732 -4.8899
C 0.7654 6.6855 4.5319
C -0.8870 2.2672 3.1037
C 2.8856 0.1514 2.1971
H 4.7067 -2.8211 3.8836
C -1.6114 6.7500 4.9418
H 2.0901 3.1602 1.2046
H 3.9436 3.7805 2.7556
I -3.9050 -2.6131 1.9687
H -4.7959 -1.9317 -0.4358
Br 6.0732 -0.4390 4.8907
C -2.6913 7.8452 0.6460
H -0.9415 3.5421 0.3288
C -1.4719 3.2743 -3.6291
Br 2.6261 -4.0367 2.2646
H -3.6856 8.2835 0.7503
C 0.4988 2.0180 -2.9966
H -1.2359 4.5928 -5.3039
C -3.8197 -1.8049 0.0114
H -4.7604 4.2201 -1.4637
C -3.8720 5.9138 -0.4675
S -2.9003 2.0499 -1.1847
H -2.5156 3.5319 -3.5143
N -0.1349 9.7746 5.9277
C 3.1363 1.3549 -3.3493
C -0.3610 7.3747 4.9884
H 3.1568 2.7207 -4.9927
C 4.3401 1.7468 3.2779
N 2.2586 1.1526 1.5372
H -0.8695 5.8810 1.0730
H 4.1743 1.0597 -3.4332
N 1.0708 1.1097 -2.1619
H -2.4889 7.2761 5.2972
O -3.9755 1.9989 -2.1605
H -4.6990 6.5801 -0.6919
C 3.6763 2.7401 2.6172
H 1.1453 4.0408 -5.6892
C -0.2360 8.7056 5.5083
H -2.1717 7.9434 1.5989
C 2.6345 2.3890 1.7423
C -2.7727 6.4016 0.2306
*
```

Results of the Mulliken charge analysis, in e, for atoms 1 through 2: atom 1 (C): -0.2499, atom 2 (H): 0.2823



Entry 4:
C10H35MnO10 | ωB97M-V with the def2-TZVPD basis set

Values from the calculation:
ΔE to the lowest compared entry with this formula, charge and spin = 0.000 eV
Kohn-Sham gap (alpha / beta) = 5.946 / 5.929 eV
Electronic energy = -2305.06827 hartree
HOMO level (alpha / beta) = -0.44090 / -0.44091 Eh

```
! wB97M-V def2-TZVPD RIJCOSX def2/J DEFGRID3
* xyz 1 6
O -1.4229 -0.7858 1.1333
H 1.4886 3.2826 -1.1935
H 1.6252 4.6356 2.1430
H 0.0744 -2.4287 2.1504
C -0.1552 0.0153 -0.7698
H 0.8216 -3.1025 -1.3217
H -4.2700 -1.3878 0.6530
C -0.5279 -0.0172 0.6679
O 3.1427 1.0447 1.7746
O -5.3256 0.3344 1.2053
H -5.3963 -0.7735 -0.5158
C 0.2686 -3.2353 3.9526
H -3.3625 -4.6755 -0.7596
C 2.3452 4.4240 -2.5546
H -1.1885 1.6077 -2.9437
C -4.6718 -0.4577 0.2310
H 0.6172 -4.3581 0.9780
H 0.9315 2.5039 0.9617
H 2.0368 5.2553 -1.9182
H 3.1213 0.2491 -0.1712
H -0.1490 -3.0407 4.9346
O -0.1976 -2.1948 3.0640
H -4.6656 0.6544 1.8232
H 2.1830 1.0283 1.7223
Mn -0.9719 -0.2094 3.1827
O 0.0453 0.7529 1.5233
H -0.0453 4.1719 2.0265
H -3.8293 0.0128 -0.2894
H -1.6160 -4.5848 -0.7016
H 3.4342 4.3479 -2.5190
H 2.2324 -2.5606 -0.4164
H 1.3563 -3.2693 3.9900
H 1.1304 1.7699 -3.0211
H -0.0773 -4.2082 3.6055
H 0.4312 0.9045 -0.9855
O 1.2125 3.3378 0.5716
H -0.6096 2.1040 -4.5454
O 0.7409 0.9762 -3.4304
H -1.0401 -0.0192 -1.3989
C 0.8346 4.4144 1.4199
O 1.7316 3.2053 -2.1295
C -0.5774 1.2983 -3.8043
O -2.6711 -3.3682 0.6481
O 0.7313 -3.4323 0.7461
C -2.5319 -3.9877 -0.6117
H -2.5607 -3.2527 -1.4233
H 2.0472 4.6329 -3.5799
H -1.0451 0.4241 -4.2563
H 3.5034 1.9610 -0.0808
C 1.4700 -3.3381 -0.4734
H 1.9785 -4.2744 -0.7020
C 3.6364 1.0035 0.4350
H -2.0543 -2.6302 0.6941
H 0.6173 5.2883 0.8147
H 4.7022 0.7978 0.4612
H 0.4712 -0.8459 -0.9967
*
```

Results of the Mulliken charge analysis, in e, for atoms 1 through 2: atom 1 (O): -0.5467, atom 2 (H): 0.3869



Entry 5:
C7H12N2 | ωB97M-V with the def2-TZVPD basis set

Values from the calculation:
SMILES = C1CN2N3CCCC23C1
ΔE to the lowest compared entry with this formula, charge and spin = 1.441 eV
Kohn-Sham gap = 10.087 eV
Electronic energy = -383.37027 hartree
HOMO level = -0.32980 Eh

```
! wB97M-V def2-TZVPD RIJCOSX def2/J DEFGRID3
* xyz 0 1
H -1.3404 -1.7942 0.9724
C 2.1582 -0.0212 -0.1880
H -0.9051 -0.1113 2.4604
H 2.7367 -0.8628 0.1685
N 0.8477 0.0020 0.6230
H 2.3366 -0.7360 -2.2716
C -1.6001 0.2596 1.6812
C 0.2475 -0.8613 -1.5005
C -1.4903 -0.8109 0.5260
H -0.4336 -0.5533 -2.3013
N -0.0169 1.0350 0.0256
H 2.7129 0.8958 -0.0397
H -0.5531 2.2129 1.7616
H -2.4488 -0.8438 -0.0997
C -1.0455 1.5243 1.0602
H -2.6530 0.4043 2.0439
H -1.8775 2.0275 0.5270
C -0.2687 -0.3774 -0.2120
C 1.6726 -0.1749 -1.6579
H 0.4400 -1.9825 -1.4526
H 1.4806 0.7679 -2.1264
*
```

Results of the Mulliken charge analysis, in e, for atoms 1 through 2: atom 1 (H): 0.2806, atom 2 (C): -0.6273



Entry 6:
Cl5HSSi2 | ωB97M-V with the def2-TZVPD basis set

Values from the calculation:
ΔE to the lowest compared entry with this formula, charge and spin = 3.309 eV
Kohn-Sham gap (alpha / beta) = 7.344 / 6.148 eV
Electronic energy = -3278.90801 hartree
HOMO level (alpha / beta) = -0.31937 / -0.29741 Eh

```
! wB97M-V def2-TZVPD RIJCOSX def2/J DEFGRID3
* xyz 0 1
Cl 3.1863 2.4199 -1.7005
Cl -1.8939 -3.0182 1.5767
S 2.0368 -0.4392 0.0030
Cl 0.1259 2.2711 -0.4076
Cl -2.8531 -1.3339 -1.1122
H 1.1342 -0.1551 0.9833
Si 1.6793 1.2703 -1.2508
Cl -1.8961 0.3155 1.4844
Si -1.5194 -1.3302 0.4236
*
```

Results of the Mulliken charge analysis, in e, for atoms 1 through 2: atom 1 (Cl): -0.1493, atom 2 (Cl): -0.2153



Entry 7:
C19H32N4O3S | ωB97M-V with the def2-TZVPD basis set

Values from the calculation:
SMILES = Cc1nn(C)c(C)c1S(=O)(=O)N1CCC(C(=O)NC2CCCCCC2)CC1
ΔE to the lowest compared entry with this formula, charge and spin = 0.043 eV
Kohn-Sham gap = 9.749 eV
Electronic energy = -1586.14409 hartree
HOMO level = -0.33587 Eh

```
! wB97M-V def2-TZVPD RIJCOSX def2/J DEFGRID3
* xyz 0 1
H -0.2081 -4.1506 -3.2954
S 0.5495 1.9263 2.2361
C 3.9775 5.7876 3.0976
H -1.0906 1.6699 -0.3232
H 4.1691 5.6940 4.1683
C -1.1740 -4.6278 -3.4805
O -0.8589 2.0771 1.9944
H -3.3179 -1.9495 -2.7837
H 2.2175 -0.4649 0.2228
O -2.4868 0.0300 -1.8610
H -3.1681 -4.0465 -4.0236
N -1.4557 -1.9711 -1.9819
C -0.5179 5.1180 1.4290
C 0.0631 -0.7133 0.3033
H 0.9719 2.9957 -0.1594
H -3.8926 -2.8472 -0.7502
C -0.2510 1.3996 -0.9642
C -1.4580 -5.6281 -2.3596
H -0.4296 5.3555 0.3691
N 2.8022 5.0554 2.7264
H -0.6280 -2.5003 -1.7653
H -0.7987 -6.4876 -2.5061
H 4.0524 3.1312 4.2450
H -0.9865 -5.8933 -0.2836
C 0.8140 4.7847 1.9941
H 0.1203 -1.8037 0.2737
H -1.9040 -3.4917 0.3197
H -1.1841 4.2688 1.5500
N 1.7378 5.6971 2.2345
C 1.3084 3.5095 2.3470
H 3.8009 6.8324 2.8528
H 0.6221 -0.4108 -1.7590
H -0.2750 -4.4698 -1.0061
C -0.1984 -0.1227 -1.0875
C 2.5943 3.7276 2.8171
C -1.1927 -5.0635 -0.9637
H -3.9378 -4.2523 -1.8040
C 1.0456 1.9239 -0.3503
C 3.5978 2.7658 3.3254
H -0.4096 1.8518 -1.9439
C -2.2500 -3.5627 -3.6845
H 3.0995 1.8202 3.5188
H 4.3878 2.6095 2.5904
H -2.9589 -4.8899 0.2539
H 4.8467 5.4236 2.5475
H -1.0788 -5.1769 -4.4208
H 1.8865 1.7492 -1.0327
H -0.7489 -0.4243 0.9735
H -0.9267 5.9901 1.9331
H -1.9201 -2.8916 -4.4814
H -2.4836 -5.9907 -2.4315
C -1.5071 -0.6575 -1.6728
C -3.2711 -3.5260 -1.3378
H 1.5461 -0.5019 1.8735
O 0.9433 1.1322 3.3674
C -2.6012 -2.7133 -2.4579
C 1.3761 -0.1542 0.8537
C -2.3337 -4.2341 -0.3564
N 1.3739 1.2908 0.9102
*
```

Results of the Mulliken charge analysis, in e, for atoms 1 through 2: atom 1 (H): 0.3484, atom 2 (S): 1.5216



Entry 8:
C68H50ClMoN5O6PS3 | ωB97M-V with the def2-TZVPD basis set

Values from the calculation:
Kohn-Sham gap (alpha / beta) = 5.376 / 5.403 eV
Electronic energy = -5410.95628 hartree
HOMO level (alpha / beta) = -0.17420 / -0.17438 Eh

```
! wB97M-V def2-TZVPD RIJCOSX def2/J DEFGRID3
* xyz -1 1
C 0.9596 1.8844 -3.2266
H -4.3052 5.2221 1.4910
C 3.0246 0.8461 2.3007
H 0.6303 3.9430 -2.5952
O 6.1628 -0.0088 7.8505
H 3.0952 1.7630 5.0955
C 0.6820 -0.6444 -6.6865
O 1.9841 -1.0627 -8.5772
H 7.4681 -1.6217 7.5744
H 0.4464 9.1359 2.1004
H -3.5695 4.9102 -3.3984
H -0.1527 -0.4811 -7.3621
H 1.0740 -10.0904 0.8346
P -3.2159 2.2258 -2.3067
C -0.8673 -5.4248 1.1939
H -6.3046 -3.9395 -0.9997
C 0.0689 9.3342 1.0977
C 1.4135 5.3717 1.1889
H 3.1092 -1.4074 -10.2124
C 0.9969 2.3641 -1.0406
H 0.9127 9.5178 0.4290
N 1.1638 1.0053 -1.1343
C -5.4209 -3.4343 -0.6252
C 2.9311 -0.1868 3.2215
C 1.7882 -2.3296 3.9428
C -0.8112 6.1321 -0.2695
H 6.0299 -1.9618 8.5671
C 0.9134 6.6624 1.3116
C -1.1387 -6.7616 1.4356
C 2.2312 2.4159 0.9907
C 5.4202 -1.2240 5.8972
C -3.1038 -2.6493 -0.9225
H -8.2091 2.1745 -2.2232
H -6.0097 3.2856 -2.1555
C -3.7417 4.9925 -2.3305
C 1.0264 -3.0477 -0.4901
C 0.9026 -2.7534 1.9244
C 4.5670 0.9604 6.4423
C 0.4358 -4.9886 0.9404
C 1.2600 -3.8756 -1.6550
C -6.0606 2.2089 -2.2577
H 2.2277 5.0877 1.8364
H 1.1932 -4.9535 -1.6713
H -0.4469 -0.2640 -4.9000
C 3.7967 -0.1595 4.4379
S -2.5768 2.4661 -4.1664
C 3.2512 -1.3603 -9.1370
H 7.3383 -0.9388 9.2023
C 0.5264 -0.5241 -5.3169
C -3.5806 3.8562 -1.5408
H 3.6908 -1.2036 -4.3439
C 1.0694 -3.2597 3.2529
H -4.2591 7.0833 -2.3745
H 3.6297 -2.3231 -8.7842
C -0.3059 4.8521 -0.3796
C -0.1095 -7.6934 1.4215
C 1.4392 -0.5803 -2.9711
H 4.5518 1.8052 7.1270
C 0.2404 1.9453 3.3889
C 5.3959 -0.1185 6.7344
C -4.1536 5.1596 0.4170
C 3.0107 -1.1753 -6.3833
C -4.3367 6.2866 -0.3804
C -2.1898 -1.3966 1.0781
H 2.0034 -8.0031 1.0982
C 3.7763 0.9422 5.3074
C -4.9786 0.0711 -2.4736
H -4.4407 -1.8384 2.2219
H 1.7786 -3.3312 -3.6990
C 1.1907 -7.2887 1.1431
H 1.3723 7.3360 2.0219
C 2.8405 -1.0537 -5.0016
H -6.2776 -1.6328 -2.6157
C 1.5653 -3.0599 -2.6740
H 3.9881 -1.4168 -6.7789
H -4.3079 -3.6973 -2.4113
O -1.0325 -1.0808 0.6083
C 1.3519 3.0735 0.0962
O -2.1119 -2.5983 -1.6371
H -2.1496 -7.1002 1.6432
C -7.3054 1.5817 -2.2983
H -2.3697 -1.0508 2.0889
C -4.3285 -3.3090 -1.3982
C 1.9235 -0.9696 -7.2214
O -0.7432 8.2849 0.6088
H -1.7142 6.4174 -0.8012
H 4.6587 -2.0859 4.0885
H 1.3350 -9.6058 2.5252
H 0.7187 -4.2243 3.5962
H 3.8009 3.9400 1.4828
Cl -6.9177 -3.1009 1.6542
C -4.1250 6.2045 -1.7516
C 0.7195 -3.5274 0.7656
S -2.1527 1.1294 -1.0172
N 0.9209 2.4026 4.2179
H -4.6320 7.2299 0.0696
H -3.6154 3.0665 0.4549
C -6.2205 -0.5519 -2.5186
C -0.1829 7.0531 0.5518
H 4.7543 2.0355 3.0686
O -0.4638 -8.9807 1.6899
N 1.1849 -1.7233 -0.8255
C 2.0343 -1.2383 3.0573
C 6.7780 -1.2049 8.3127
S -0.7896 1.3052 2.2147
C 3.8828 1.9800 2.4329
C 0.5867 -9.9232 1.7972
C 3.3756 2.9605 1.6471
C 4.6197 -1.2320 4.7556
N 2.0932 1.0928 1.3056
C 1.4518 -5.9343 0.9128
H -0.5610 10.2153 1.1348
C -3.7762 3.9485 -0.1594
H -4.0647 -0.5161 -2.5239
N 1.3611 -1.4607 1.8796
C 0.7997 2.9040 -2.3564
Mo 0.6045 -0.1756 0.4773
C -3.1877 -2.0955 0.4497
H -1.6784 -4.6997 1.1914
H 0.1342 -10.8512 2.1323
C -4.3930 -2.2590 1.2215
H -0.8561 4.1254 -0.9680
H -8.3571 -0.2864 -2.4446
C -7.3883 0.2025 -2.4261
C 1.4785 -1.7019 -2.1743
H 6.0517 -2.0774 6.1100
H 0.9065 1.9319 -4.3042
C -5.4527 -2.9013 0.7138
C 0.8630 4.4567 0.2918
H 2.4700 -5.6108 0.7154
H 3.9836 -0.5832 -8.9045
H 2.1295 -2.3843 4.9671
C 1.6092 -0.7328 -4.4520
C 1.1756 0.6947 -2.4587
C -4.8876 1.4598 -2.3364
*
```

Results of the Mulliken charge analysis, in e, for atoms 1 through 2: atom 1 (C): -1.1409, atom 2 (H): 0.3911